*P*
Here is a gas-phase ion, C4H8NOS (charge -1) from the OMol25 dataset. Energies are from ωB97M-V with the def2-TZVPD basis set.

The geometry in ORCA input format:
```
! wB97M-V def2-TZVPD RIJCOSX def2/J DEFGRID3
* xyz -1 1
O 1.0180 0.5712 -2.5746
C 0.4154 0.3353 -1.5318
N 1.1489 -0.1889 -0.4860
C 0.5601 -0.9921 0.6109
C -0.0466 -0.1637 1.7668
S -1.6906 -0.9083 2.2522
C -0.9212 0.9329 -1.2609
H 2.1407 -0.3167 -0.5607
H -0.2252 -1.6216 0.1809
H 1.2431 -1.7145 1.0607
H 0.7035 -0.0059 2.5396
H -0.2717 0.8604 1.4686
H -1.0280 1.2786 -0.2359
H -1.7739 0.2457 -1.2642
H -1.2724 1.6875 -1.9657
*
```

Properties
Structure (SMILES): CC(=O)NCC[S-]
HOMO energy (eV): -2.63

Atomic partial charges in e from the natural (NBO) method, atoms 1 to 5: -0.652, 0.676, -0.631, -0.255, -0.525

***

*Q*
Here is a gas-phase ion, C4H8NOS (charge -1) from the OMol25 dataset. Energies are from ωB97M-V with the def2-TZVPD basis set.

The geometry in ORCA input format:
```
! wB97M-V def2-TZVPD RIJCOSX def2/J DEFGRID3
* xyz -1 1
C -0.3485 -0.1659 -1.2259
C 0.9367 0.6636 -1.0332
S 2.2823 -0.0604 -0.0156
C -1.4884 0.0702 -0.2648
N -1.3028 -0.1142 1.0628
C -0.2741 -0.8949 1.7289
O -2.5402 0.5601 -0.6607
H -0.1134 -1.2130 -1.4529
H -0.7986 0.1288 -2.1864
H 0.6743 1.5818 -0.5008
H 1.3211 0.8610 -2.0231
H -2.0572 0.2655 1.6080
H 0.4179 -1.2672 0.9916
H 0.3420 -0.2708 2.3866
H -0.7291 -1.7270 2.2642
*
```

Properties
Structure (SMILES): CNC(=O)CC[S-]
HOMO energy (eV): -2.52

Atomic partial charges in e from the natural (NBO) method, atoms 1 to 5: -0.529, -0.514, -0.727, 0.682, -0.610

***

Name the most stable of them. *Q*.

***

*P*
Here is 2 unconnected molecules or ions with the total composition C5H9NO from the OMol25 dataset. Energies are from ωB97M-V with the def2-TZVPD basis set.

The geometry in ORCA input format:
```
! wB97M-V def2-TZVPD RIJCOSX def2/J DEFGRID3
* xyz 0 1
N -1.5401 0.0444 -2.3626
C -0.4589 -0.0364 -1.7873
C 0.7173 -0.0617 -1.2010
C 1.1405 0.9380 -0.1506
C 1.5490 0.2586 1.1579
C -1.9405 -0.8072 0.9302
O -2.6793 -1.2380 0.0778
H -2.2893 -0.4550 -1.8725
H 0.7442 -0.3825 1.5364
H 1.4073 -0.8546 -1.4793
H 0.3223 1.6444 0.0329
H 1.9815 1.5363 -0.5241
H 2.4277 -0.3785 1.0104
H 1.7902 0.9915 1.9349
H -1.6491 0.2598 0.9762
H -1.5230 -1.4590 1.7207
*
```

Properties
Structure (SMILES): CCC=C=N.C=O
HOMO energy (eV): -8.72

Atomic partial charges in e from the natural (NBO) method, atoms 1 to 5: -0.631, 0.416, -0.444, -0.403, -0.597

***

*Q*
Here is a molecular structure, C5H9NO from the OMol25 dataset. Energies are from ωB97M-V with the def2-TZVPD basis set.

The geometry in ORCA input format:
```
! wB97M-V def2-TZVPD RIJCOSX def2/J DEFGRID3
* xyz 0 1
C 1.5571 0.8382 0.1287
C 0.2102 0.2051 0.2294
C -0.0082 -1.0840 0.9715
C -1.0935 1.0239 0.0997
N -1.4056 0.2460 -1.1221
C -0.3895 -0.6420 -0.7966
O 0.0031 -1.6362 -1.6216
H 2.3252 0.0734 -0.0350
H 1.7813 1.3602 1.0602
H 1.5897 1.5414 -0.7091
H 0.9473 -1.4814 1.3709
H 0.3531 -2.2097 -0.9225
H -0.7780 -1.1285 1.7371
H -1.8050 0.8226 0.9074
H -0.9712 2.0972 -0.0540
H -2.3378 0.0053 -1.4464
*
```

Properties
HOMO energy (eV): -7.49

Atomic partial charges in e from the natural (NBO) method, atoms 1 to 5: -0.603, -0.146, -0.670, -0.192, -0.597

***

*R*
Here is a molecular structure, C5H9NO from the OMol25 dataset. Energies are from ωB97M-V with the def2-TZVPD basis set.

The geometry in ORCA input format:
```
! wB97M-V def2-TZVPD RIJCOSX def2/J DEFGRID3
* xyz 0 1
C -1.4971 -0.4838 -0.7792
C -0.5703 -0.2752 0.9217
O -0.3791 -1.4976 1.3819
C 0.7090 0.5258 0.6117
C 1.6853 -0.2284 -0.2944
C 0.3944 1.8735 0.1152
N 0.0979 2.9102 -0.2962
H -1.4118 0.5679 -1.0688
H -2.5601 -0.7262 -0.6647
H -1.0424 -1.0897 -1.5757
H -1.3607 0.3453 1.3790
H -1.0050 -1.2965 0.2018
H 1.1665 0.6337 1.6071
H 2.6709 0.2445 -0.2901
H 1.3260 -0.2523 -1.3276
H 1.7766 -1.2514 0.0784
*
```

Properties
HOMO energy (eV): -9.77

Atomic partial charges in e from the natural (NBO) method, atoms 1 to 5: -0.888, 0.288, -0.774, -0.396, -0.600

***

Name the most stable of them. *P*.

***

*P*
Here is a single C5H9NO molecule from the OMol25 dataset. Energies are from ωB97M-V with the def2-TZVPD basis set.

The geometry in ORCA input format:
```
! wB97M-V def2-TZVPD RIJCOSX def2/J DEFGRID3
* xyz 0 1
C 2.0985 -0.3954 0.3731
C 1.0697 0.5344 -0.2563
C -0.0288 -0.1438 -1.1141
N -1.0086 0.3192 -0.1330
C -2.3284 -0.1661 0.1832
C -0.0808 0.8775 0.7062
O -0.1895 1.3625 1.8077
H 1.5981 -1.2523 0.8392
H 2.6584 0.1312 1.1511
H 2.8106 -0.7784 -0.3665
H 1.5387 1.4064 -0.7229
H -0.1771 0.2580 -2.1227
H 0.0623 -1.2376 -1.1630
H -2.3822 -0.4181 1.2482
H -3.1112 0.5707 -0.0299
H -2.5299 -1.0682 -0.4001
*
```

Properties
Structure (SMILES): C[C@H]1CN(C)C1=O
HOMO energy (eV): -9.36

Atomic partial charges in e from the natural (NBO) method, atoms 1 to 5: -0.604, -0.311, -0.195, -0.429, -0.418

***

*Q*
Here is a single C5H9NO molecule from the OMol25 dataset. Energies are from ωB97M-V with the def2-TZVPD basis set.

The geometry in ORCA input format:
```
! wB97M-V def2-TZVPD RIJCOSX def2/J DEFGRID3
* xyz 0 1
C -1.5601 -1.2816 -0.1589
C -0.5906 -0.2295 -0.6635
C -0.7195 1.2498 -0.1891
C 0.8261 1.3399 -0.0725
C 0.8014 -0.1663 -0.0771
N 1.4755 -1.0656 0.5060
O 2.6087 -0.5060 1.1055
H -2.5679 -1.1030 -0.5502
H -1.6060 -1.2722 0.9354
H -1.2448 -2.2822 -0.4718
H -0.5325 -0.2509 -1.7603
H -1.2197 1.9525 -0.8600
H -1.1869 1.2958 0.8002
H 1.2663 1.8094 0.8100
H 1.2907 1.7528 -0.9746
H 2.9594 -1.2427 1.6207
*
```

Properties
Structure (SMILES): C[C@H]1CC/C1=N\O
HOMO energy (eV): -9.43

Atomic partial charges in e from the natural (NBO) method, atoms 1 to 5: -0.606, -0.246, -0.385, -0.468, 0.233

***

*R*
Here is a single C5H9NO molecule from the OMol25 dataset. Energies are from ωB97M-V with the def2-TZVPD basis set.

The geometry in ORCA input format:
```
! wB97M-V def2-TZVPD RIJCOSX def2/J DEFGRID3
* xyz 0 1
C -2.0696 -0.1878 0.1114
C -0.6441 -0.3593 -0.4285
C 0.2051 0.9294 -0.2572
C 1.6058 0.7313 0.3192
O 2.4060 -0.1090 -0.4856
C -0.0275 -1.5330 0.2110
N 0.4623 -2.4618 0.6979
H -2.5591 0.6413 -0.4072
H -2.0502 0.0390 1.1824
H -2.6656 -1.0926 -0.0333
H -0.6950 -0.6063 -1.4956
H 0.3101 1.3983 -1.2402
H -0.3419 1.6357 0.3809
H 1.5508 0.3478 1.3475
H 2.1023 1.7067 0.3601
H 2.2710 -1.0201 -0.1868
*
```

Properties
Structure (SMILES): C[C@H](C#N)CCO
HOMO energy (eV): -10.50

Atomic partial charges in e from the natural (NBO) method, atoms 1 to 5: -0.585, -0.335, -0.408, -0.067, -0.725

***

*S*
Here is 2 unconnected molecules or ions with the total composition C5H9NO from the OMol25 dataset. Energies are from ωB97M-V with the def2-TZVPD basis set.

The geometry in ORCA input format:
```
! wB97M-V def2-TZVPD RIJCOSX def2/J DEFGRID3
* xyz 0 1
C 1.2505 -1.3090 0.0575
C 0.1967 -0.5278 0.8316
N 0.6593 0.8405 1.2040
C -0.1661 1.7394 1.2460
O -0.9177 2.6364 1.2990
C -1.1173 -0.2920 0.1105
C -1.2534 -0.1302 -1.1998
H 1.4760 -0.8575 -0.9113
H 0.8822 -2.3281 -0.1128
H 2.1831 -1.3743 0.6258
H 0.0376 -1.0532 1.7803
H 0.9199 1.4841 -1.0080
H -1.9527 -0.0367 0.7597
H -2.1316 0.3464 -1.6238
H -0.4901 -0.4522 -1.8984
H 0.4498 1.4333 -1.5786
*
```

Properties
Structure (SMILES): C=C[C@@H](C)N=C=O.[H][H]
HOMO energy (eV): -10.00

Atomic partial charges in e from the natural (NBO) method, atoms 1 to 5: -0.615, -0.073, -0.569, 0.879, -0.503

***

Name the most stable of them. *P*.

***

*P*
Here is 6 unconnected molecules or ions with the total composition C20H34FO13S2 from the OMol25 dataset. Energies are from ωB97M-V with the def2-TZVPD basis set.

The geometry in ORCA input format:
```
! wB97M-V def2-TZVPD RIJCOSX def2/J DEFGRID3
* xyz -1 1
F 0.2045 0.6268 -0.7427
C 2.1638 1.5238 -4.0089
C 1.5871 0.0906 -3.8904
C 0.0577 0.0496 -3.8622
O -0.3728 -0.6401 -5.0915
C 0.6276 -1.0150 -5.7625
O 0.5819 -1.5630 -6.8946
O 1.8160 -0.7098 -5.0951
H 2.0516 1.9474 -2.9403
H 1.8764 2.0902 -4.6889
H 3.2411 1.3610 -4.0196
H 1.9603 -0.4149 -2.8540
H -0.2897 0.9115 -3.6508
H -0.2851 -0.4929 -2.9819
C -3.8782 0.7655 -2.8840
C -3.2974 0.3548 -1.6162
C -3.1202 1.6650 -0.6557
O -3.9670 1.4241 0.4621
C -4.5328 0.3230 0.3467
O -5.4053 -0.1385 1.1434
O -4.2048 -0.3759 -0.7994
H -4.1148 -0.0651 -3.5216
H -3.3891 1.5679 -3.4452
H -4.7199 1.2645 -2.6616
H -2.4830 -0.2460 -1.8631
H -3.3125 2.7442 -0.9345
H -2.1258 1.6644 -0.2320
C 3.5135 -1.3076 2.1478
C 2.8133 -2.2126 1.0210
C 2.6785 -1.5631 -0.3785
O 3.5939 -2.4151 -1.1497
C 4.1913 -3.2470 -0.5263
O 4.9220 -4.0085 -1.0573
O 3.8141 -3.2104 0.6897
H 2.8855 -0.4764 2.4916
H 4.4699 -1.0794 1.9487
H 3.7108 -1.9245 3.0630
H 2.0300 -2.5008 1.3975
H 2.7494 -0.5563 -0.2133
H 1.6839 -1.8767 -0.6967
C 0.2406 3.4078 1.6422
C 1.0783 2.1145 2.0581
C 2.4690 2.6378 2.4554
S 2.0902 4.2638 3.1151
O 2.6516 5.1873 2.1585
O 2.5155 4.3727 4.4182
C 0.3393 4.2742 2.8314
H -0.6841 2.9391 1.5232
H 0.4865 4.0524 0.8326
H 1.0966 1.4570 1.1552
H 0.7319 1.4406 2.8508
H 3.1881 2.8134 1.6081
H 2.9082 1.9918 3.3497
H 0.2472 5.3439 2.7062
H -0.1620 3.8106 3.7870
C -1.7446 -1.5457 2.8102
C -2.0138 -3.0293 3.1459
C -2.5277 -3.8168 1.8924
S -1.8035 -2.9477 0.4819
O -2.9062 -2.7056 -0.4518
O -0.6393 -3.5674 0.0726
C -1.4521 -1.4476 1.2939
H -0.8680 -1.1149 3.3690
H -2.6242 -0.8980 2.7680
H -2.5593 -3.3343 4.0427
H -1.1599 -3.5511 3.2787
H -3.5649 -3.7206 1.7345
H -2.3345 -4.8436 1.6990
H -2.1641 -0.7622 0.8645
H -0.5607 -1.1568 0.9138
*
```

Properties
HOMO energy (eV): -6.78

Atomic partial charges in e from the natural (NBO) method, atoms 1 to 5: -0.973, -0.614, 0.084, -0.102, -0.467

***

*Q*
Here is 6 unconnected molecules or ions with the total composition C20H34FO13S2 from the OMol25 dataset. Energies are from ωB97M-V with the def2-TZVPD basis set.

The geometry in ORCA input format:
```
! wB97M-V def2-TZVPD RIJCOSX def2/J DEFGRID3
* xyz -1 1
F -0.4137 0.2086 -0.8713
C -0.1228 0.6423 -4.7142
C 0.6006 -0.5224 -4.1308
C -0.3225 -1.6352 -3.5177
O -0.1444 -2.8148 -4.2882
C 0.7292 -2.6651 -5.1680
O 1.0775 -3.5007 -5.9905
O 1.2844 -1.3989 -5.1439
H -0.5414 1.1200 -3.8700
H -0.7757 0.4874 -5.5636
H 0.5939 1.2814 -5.0499
H 1.3768 0.0095 -3.4986
H -1.3282 -1.2858 -3.6340
H -0.2432 -1.8712 -2.4260
C -3.2724 -3.4863 -1.2703
C -2.5418 -2.7672 -0.2900
C -3.2393 -1.4021 0.2891
O -3.5431 -1.6328 1.6534
C -3.0474 -2.8016 2.0141
O -3.2072 -3.2417 3.2020
O -2.4601 -3.4396 1.0136
H -2.8167 -4.5133 -1.6778
H -3.5763 -2.8970 -2.1213
H -4.2211 -3.7444 -0.8201
H -1.5483 -2.3755 -0.5481
H -4.0524 -1.2239 -0.3353
H -2.4214 -0.5772 0.3941
C 3.3935 2.5136 0.8590
C 3.5373 1.0048 0.2977
C 2.8819 0.7258 -1.0230
O 4.0023 0.5415 -1.8718
C 5.1386 0.7176 -1.3809
O 6.1521 0.4700 -1.9250
O 4.8850 0.9735 -0.1436
H 2.3835 2.7952 1.0205
H 3.8701 3.1795 0.2735
H 4.0121 2.7894 1.6308
H 3.3267 0.3394 0.9840
H 2.2257 1.6282 -1.2623
H 2.3191 -0.1130 -1.0563
C -2.2823 2.8718 0.6668
C -0.8179 2.8882 1.0349
C -0.3330 4.3040 0.6937
S -1.7171 5.2880 0.9783
O -2.1691 5.8531 -0.2251
O -1.4557 6.1907 2.0461
C -2.8964 3.9816 1.5190
H -2.5769 1.8837 1.0247
H -2.7395 3.0152 -0.4293
H -0.3447 2.0372 0.3305
H -0.2677 2.5894 2.1291
H -0.2409 4.4874 -0.3355
H 0.6028 4.5793 1.3567
H -3.7930 4.4037 1.2489
H -2.7017 3.8413 2.6341
C 0.3576 -0.8789 3.5521
C 1.4088 -1.8084 4.2637
C 1.5476 -3.1356 3.4944
S 1.1990 -2.7617 1.8189
O 0.2692 -3.7606 1.3069
O 2.3751 -2.4718 1.1419
C 0.3196 -1.2679 2.0653
H 0.4879 0.1871 3.5567
H -0.6888 -1.1849 3.7939
H 1.0421 -1.7958 5.3314
H 2.4673 -1.4235 4.2930
H 0.9418 -3.8830 3.9636
H 2.4242 -3.6245 3.5037
H -0.7740 -1.4224 1.9084
H 0.4047 -0.5009 1.2931
*
```

Properties
HOMO energy (eV): -6.82

Atomic partial charges in e from the natural (NBO) method, atoms 1 to 5: -0.961, -0.642, 0.090, -0.108, -0.466

***

Name the most stable of them. *Q*.